(1)
54
Properties=species:S:1:pos:R:3:forces:R:3:lowdin_charge:R:1 method="wB97M-V/def2-TZVPD" smiles=CCOCCOCCOC[C@@](C)(C#N)[C@](C#N)(CCCCl)CNC homo_ha=-0.3438 homo_lumo_gap_ev=9.90 energy_ev=-41248.461
C 3.4251 -2.5740 2.4205 -0.051 -0.039 -0.241 -0.058
C 4.1492 -2.7213 1.0725 -0.197 -0.135 0.312 -0.262
O 5.3616 -1.9931 1.0226 0.148 -0.041 -0.198 -0.146
C 5.2146 -0.6799 0.5275 0.050 0.103 0.091 -0.190
C 5.1442 -0.6569 -0.9988 0.236 -0.150 -0.010 -0.189
O 4.6583 0.5818 -1.4790 -0.074 0.095 0.022 -0.127
C 3.4036 0.5247 -2.1237 -0.040 -0.008 -0.098 -0.174
C 2.2636 0.1625 -1.1731 0.270 0.264 0.004 -0.181
O 1.0751 0.7977 -1.6127 -0.058 -0.251 -0.093 -0.117
C -0.1393 0.1665 -1.2532 0.189 0.260 0.110 -0.155
C -0.9428 1.0910 -0.3072 0.370 0.231 0.015 -0.366
C -0.0825 1.3137 0.9679 0.071 -0.259 -0.171 -0.004
C -1.0874 2.3780 -1.0077 -0.211 0.161 -0.296 -0.189
N -1.2297 3.3633 -1.5834 0.026 -0.145 0.190 0.204
C -2.3775 0.5412 0.0071 -0.200 -0.230 -0.033 -0.356
C -2.2359 -0.4581 1.0810 0.091 -0.037 0.283 -0.187
N -2.1008 -1.2126 1.9375 -0.055 0.050 -0.216 0.211
C -3.0077 -0.1625 -1.2189 0.196 -0.329 0.132 -0.142
C -4.4154 -0.7306 -0.9898 -0.059 0.232 -0.269 -0.259
C -4.6313 -2.0757 -1.6747 -0.144 0.273 0.068 -0.585
Cl -4.2375 -3.4386 -0.5965 0.148 -0.101 0.017 0.555
C -3.3498 1.6404 0.4780 0.000 0.403 0.198 -0.189
N -2.9077 2.3993 1.6312 0.088 -0.209 0.179 -0.099
C -3.9902 3.1125 2.3067 0.155 -0.086 -0.148 -0.107
H 2.4293 -2.1542 2.2894 -0.061 0.052 0.092 0.062
H 3.3145 -3.5425 2.9014 -0.017 -0.025 0.109 0.068
H 3.9909 -1.9269 3.0858 0.070 0.048 0.023 0.079
H 3.4731 -2.4236 0.2676 0.069 0.072 -0.148 0.093
H 4.4013 -3.7662 0.8979 0.108 0.001 -0.024 0.117
H 4.3528 -0.1767 0.9765 -0.150 -0.031 -0.071 0.117
H 6.0987 -0.1238 0.8374 0.001 0.004 0.104 0.130
H 6.1581 -0.7991 -1.3788 0.009 0.027 -0.090 0.129
H 4.5623 -1.5039 -1.3721 -0.187 0.050 0.008 0.119
H 3.4495 -0.1774 -2.9624 -0.063 -0.043 -0.046 0.130
H 3.2050 1.5126 -2.5332 0.051 0.101 0.058 0.133
H 2.5428 0.5355 -0.1846 -0.052 -0.102 0.138 0.119
H 2.1387 -0.9213 -1.1426 -0.138 -0.091 0.154 0.119
H 0.0529 -0.7600 -0.7097 -0.107 -0.191 -0.074 0.137
H -0.6830 -0.0367 -2.1712 -0.045 -0.023 -0.056 0.127
H 0.5276 0.4279 1.1412 -0.051 -0.064 0.034 0.084
H 0.5966 2.1488 0.8234 -0.005 0.101 0.036 0.100
H -0.6933 1.4535 1.8513 -0.075 0.198 0.036 0.075
H -2.3636 -0.9955 -1.5014 0.030 -0.043 0.073 0.107
H -2.9953 0.5280 -2.0633 -0.067 0.111 -0.002 0.134
H -5.1575 -0.0403 -1.3950 -0.016 0.082 0.043 0.117
H -4.6360 -0.8302 0.0702 -0.001 -0.119 0.101 0.095
H -5.6706 -2.1892 -1.9658 -0.027 -0.121 0.000 0.068
H -4.0044 -2.1721 -2.5560 -0.013 -0.043 -0.103 0.070
H -4.2924 1.1727 0.7529 -0.015 -0.156 0.018 0.120
H -3.5662 2.2952 -0.3765 0.022 -0.078 -0.158 0.131
H -2.1651 3.0383 1.3910 -0.049 0.104 -0.160 0.095
H -3.6088 4.0456 2.7125 -0.029 0.065 0.049 0.080
H -4.8107 3.3415 1.6210 -0.082 0.151 0.010 0.077
H -4.3839 2.5248 3.1350 -0.059 -0.090 -0.002 0.078



(2)
21
Properties=species:S:1:pos:R:3:forces:R:3:lowdin_charge:R:1 method="wB97M-V/def2-TZVPD" homo_ha=-0.2918 de_lowest_kj_mol=176.8 homo_lumo_gap_ev=8.80 energy_ev=-9969.342
C 1.6663 0.1824 1.6112 -0.095 -0.783 -0.199 -0.054
C 0.3706 -0.3370 1.0576 -1.212 0.063 -0.447 -0.310
C -0.0664 -1.5951 1.0195 1.092 -0.244 0.149 -0.182
N 0.5907 -2.7642 1.4616 -0.408 0.254 0.242 0.035
C -0.5408 0.7435 0.4214 2.051 -0.788 -0.026 -0.165
C -0.1861 0.9527 -1.0641 -0.721 -0.764 -0.429 -0.172
C -1.3733 1.4247 -1.9303 0.883 1.065 0.136 -0.276
O -1.3762 0.8553 -3.2313 -0.549 -0.825 0.377 -0.075
H 2.2930 -0.5772 2.0855 -0.131 -0.054 -0.059 0.066
H 2.2540 0.6013 0.7900 0.030 0.340 0.217 0.084
H 1.4311 0.9175 2.3743 0.243 0.371 -0.007 0.078
H -1.0217 -1.8257 0.5873 -0.405 0.083 -0.198 0.109
H 1.4979 -2.6391 1.8781 0.117 0.047 -0.183 0.061
H 0.5715 -3.4965 0.7714 0.119 -0.139 0.082 0.071
H -1.5895 0.5119 0.5700 -0.119 0.204 0.092 0.106
H -0.1820 1.6221 0.9220 -0.868 0.915 0.523 0.093
H 0.6437 1.6482 -1.1897 0.061 -0.082 0.084 0.110
H 0.1367 -0.0063 -1.4945 0.005 0.127 0.134 0.111
H -1.2262 2.4816 -2.1287 -0.099 0.279 -0.042 0.109
H -2.3139 1.3939 -1.3675 -0.142 -0.621 -0.336 0.110
H -1.5793 -0.0939 -3.1438 0.148 0.550 -0.111 0.091



(3)
16
Properties=species:S:1:pos:R:3:forces:R:3:lowdin_charge:R:1 method="wB97M-V/def2-TZVPD" homo_ha=-0.2864 de_lowest_kj_mol=380.8 homo_lumo_gap_ev=8.53 energy_ev=-19674.466
C 1.2248 -0.7680 -1.2752 -0.692 -0.481 -2.055 -0.127
C 1.0108 1.4363 -0.0416 0.631 -3.291 2.080 -0.057
C -0.8122 -0.1477 -0.5106 -0.219 1.365 1.081 -0.210
N 0.4166 0.4043 -0.9515 -0.995 -0.753 0.888 -0.293
O -1.5406 0.3826 2.2822 1.657 0.479 -1.261 -0.348
O -1.9794 -1.9141 1.3247 -1.228 -1.144 0.301 -0.540
S -0.9067 -0.9771 1.5612 0.772 1.382 -2.130 0.884
H 2.0386 -0.4479 -1.9230 0.455 -0.376 0.376 0.084
H 1.4754 -1.4465 -0.4616 0.589 0.466 0.580 0.077
H 0.5672 -1.4637 -1.9053 0.932 1.157 0.495 0.103
H 1.9063 0.8682 0.4332 -1.248 1.303 -0.336 0.112
H 1.3808 2.3129 -0.4739 0.462 1.092 -1.324 0.045
H 0.3357 1.7665 0.7942 0.328 -0.670 -0.892 0.085
H -1.5419 0.6192 -0.3834 -0.597 0.728 0.671 0.064
H -1.2651 -0.8189 -1.2527 0.489 -0.617 0.787 0.094
H -2.3103 0.1938 2.7834 -1.336 -0.640 0.739 0.027



(4)
19
Properties=species:S:1:pos:R:3:forces:R:3:lowdin_charge:R:1 method="wB97M-V/def2-TZVPD" total_charge=-1 homo_ha="-0.1399 / -0.1398" de_lowest_kj_mol=37.5 homo_lumo_gap_ev="7.20 / 7.19" energy_ev=-28648.460
C -0.7510 -0.2833 -0.3106 2.785 -2.972 -0.998 -0.087
C 0.5739 -0.9327 -0.1817 -1.162 0.802 0.573 -0.228
C 1.8744 1.3165 -0.5608 -0.258 -0.326 0.230 -0.834
C 1.6430 -0.1378 0.0076 0.432 -0.703 -1.209 -0.554
C -2.3653 1.3788 0.1395 -0.821 2.551 0.383 -0.040
C 0.5843 -2.4254 -0.0414 0.504 -1.154 1.472 -0.203
N -0.2708 1.5181 1.0732 2.820 1.452 2.088 0.073
N -0.9799 0.8279 0.2945 -2.011 1.442 0.413 -0.328
O 2.4283 2.1014 0.2110 0.435 0.276 0.350 -0.064
O 1.4768 1.4322 -1.7189 -0.167 0.174 -0.528 -0.014
F -0.5852 -3.0807 -0.3920 -1.560 0.365 -0.185 -0.078
Cl 3.1823 -0.8737 0.3524 0.349 -0.499 0.267 0.663
H -1.4888 -0.8875 -0.7651 -1.034 0.186 -0.352 0.096
H -2.7349 1.7950 1.1914 0.927 -1.180 -2.303 0.111
H -2.4785 2.3067 -0.6306 0.927 -2.267 1.809 0.126
H -2.9685 0.5707 -0.2568 -0.327 0.016 0.190 0.051
H 0.8156 -2.8376 0.9710 -0.193 0.979 -0.162 0.126
H 1.2574 -2.9894 -0.6251 1.616 0.283 -1.115 0.091
H 0.7868 1.2009 1.2424 -3.264 0.575 -0.922 0.094



(5)
14
Properties=species:S:1:pos:R:3:forces:R:3:lowdin_charge:R:1 method="wB97M-V/def2-TZVPD" homo_ha=-0.2981 de_lowest_kj_mol=348.5 homo_lumo_gap_ev=8.09 energy_ev=-18630.937
N -0.0350 0.2843 1.7159 -2.703 -2.431 3.799 0.016
C 0.4679 1.1236 0.7812 -0.516 1.014 -0.594 -0.288
C 0.2140 1.3411 -0.5211 -1.078 -2.219 -1.737 -0.105
C -0.4171 0.1216 -1.3129 2.183 1.587 1.141 -0.744
S -0.6374 0.1642 -2.8891 -0.494 1.002 -1.583 0.734
C -0.4850 -1.3331 -0.7422 -0.752 1.557 -2.667 -0.392
O 0.6841 -1.8304 -0.2345 2.670 2.405 2.469 -0.092
H 0.2519 0.6530 2.6573 -0.617 -1.128 -1.370 0.111
H -1.0012 -0.3695 1.8595 3.665 2.794 -1.501 0.211
H 1.2128 1.6866 1.2878 0.500 1.106 0.041 0.107
H 0.5703 2.2697 -1.0827 -0.335 -1.845 0.860 0.117
H -1.3159 -1.1976 -0.0556 -0.504 -1.184 0.434 0.084
H -0.6902 -1.8743 -1.7509 -0.266 0.290 2.409 0.095
H 1.1810 -1.0394 0.2872 -1.754 -2.949 -1.701 0.147



(6)
60
Properties=species:S:1:pos:R:3:forces:R:3:lowdin_charge:R:1 method="wB97M-V/def2-TZVPD" total_charge=-2 homo_ha=-0.0333 de_lowest_kj_mol=11.1 homo_lumo_gap_ev=5.22 energy_ev=-75074.945
Pd 0.3657 0.8814 0.8810 -0.102 0.146 0.698 0.681
S -2.6764 1.0714 4.4000 -0.003 -0.019 0.049 0.901
C -1.7137 -0.3211 4.6941 -0.031 0.000 0.020 -0.479
C -0.7880 -0.5106 3.7118 -0.013 0.026 -0.022 -0.234
C -0.8044 0.4644 2.6526 0.252 -0.071 -0.148 -0.227
C -1.7886 1.3769 2.9208 -0.104 0.107 -0.030 -0.561
C -2.1435 2.4797 2.0328 0.097 -0.124 -0.035 -0.310
C -3.0195 3.5136 2.3727 0.000 0.039 -0.068 -0.066
C -3.2975 4.4925 1.4340 -0.049 -0.013 0.137 -0.101
C -2.7036 4.4258 0.1856 0.041 -0.019 -0.074 -0.084
C -1.8399 3.3670 -0.0720 0.002 0.057 -0.030 -0.125
N -1.5638 2.4284 0.8214 0.020 -0.002 -0.088 0.093
H -1.8888 -0.9216 5.5758 0.005 -0.001 -0.003 0.036
H -0.0970 -1.3454 3.7346 0.008 0.007 -0.010 0.079
H -3.4618 3.5397 3.3613 -0.015 0.018 0.000 0.081
H -3.9789 5.3015 1.6758 -0.003 -0.005 0.012 0.091
H -2.9119 5.1604 -0.5815 0.010 -0.008 -0.009 0.089
H -1.3636 3.2344 -1.0375 -0.001 -0.008 0.008 0.099
O 2.4217 -1.7943 0.8966 -0.066 -0.279 -0.160 -0.542
S 3.1092 -0.6365 1.5134 0.067 0.462 0.093 0.927
C 4.6772 -0.5072 0.6152 -0.109 -0.173 -0.074 -0.353
C 4.8760 -1.3631 -0.4576 0.124 0.103 0.025 -0.075
C 6.0647 -1.2944 -1.1748 -0.100 -0.080 -0.014 -0.097
C 7.0468 -0.3841 -0.8155 0.048 0.065 0.047 -0.120
C 6.8381 0.4682 0.2639 0.007 -0.008 -0.013 -0.103
C 5.6541 0.4083 0.9834 0.042 0.013 -0.029 -0.086
C 2.4212 0.9228 0.9485 -0.301 -0.202 -0.062 -0.591
C 2.8827 2.0455 1.7212 0.041 0.094 -0.102 -0.177
C 2.9555 3.2902 1.1679 0.028 0.020 0.103 -0.145
C 2.5687 3.5215 -0.1811 -0.025 -0.073 -0.071 -0.146
C 2.1041 2.4819 -0.9416 0.038 0.025 0.117 -0.117
C 1.9933 1.1635 -0.4147 0.035 -0.042 -0.044 -0.254
H 4.0825 -2.0559 -0.7088 0.005 -0.017 -0.002 0.102
H 6.2186 -1.9554 -2.0201 0.012 0.013 -0.002 0.093
H 7.9729 -0.3303 -1.3757 -0.003 -0.005 -0.006 0.087
H 7.5986 1.1890 0.5409 0.002 -0.001 -0.005 0.092
H 5.4794 1.0884 1.8083 -0.013 -0.031 -0.003 0.099
H 3.1671 1.8819 2.7564 -0.009 0.007 0.007 0.092
H 3.2784 4.1232 1.7846 0.002 0.006 -0.019 0.081
H 2.6197 4.5214 -0.5960 -0.003 0.012 0.019 0.074
H 1.7917 2.6440 -1.9669 -0.001 -0.001 -0.004 0.097
H 1.8853 0.3313 -1.1045 -0.004 0.002 0.007 0.102
C -5.9905 1.2092 1.8874 -0.037 0.020 -0.022 -0.065
C -5.0949 0.9387 0.7083 0.015 0.011 -0.025 -0.292
C -5.2406 1.6325 -0.4881 0.021 -0.053 0.062 -0.065
C -4.3549 1.4304 -1.5424 -0.032 0.017 0.021 -0.072
C -3.3101 0.5335 -1.4042 -0.084 0.035 -0.012 -0.275
C -3.1658 -0.1799 -0.2202 0.048 -0.018 -0.046 -0.059
C -4.0539 0.0181 0.8200 -0.009 -0.010 0.050 -0.054
S -2.0386 0.3818 -2.6507 -0.044 0.278 -0.167 0.398
O -1.7883 -1.0436 -2.7516 0.135 -0.217 -0.012 -0.364
O -2.5864 0.9722 -3.8713 -0.090 0.041 0.140 -0.389
O -0.9481 1.1586 -2.0665 0.111 -0.118 -0.224 -0.376
H -6.8878 1.7535 1.5838 0.002 0.001 0.013 0.064
H -5.4669 1.8092 2.6372 0.003 -0.006 -0.008 0.057
H -6.2980 0.2821 2.3756 -0.001 -0.002 0.001 0.071
H -6.0460 2.3545 -0.5883 0.004 0.007 -0.011 0.096
H -4.4533 1.9803 -2.4700 0.021 -0.013 -0.012 0.101
H -2.3280 -0.8583 -0.1172 -0.010 -0.006 0.034 0.113
H -3.9090 -0.5109 1.7565 0.013 -0.005 0.002 0.108